1.
Here is C5H8AuLiO3 as an isolated structure from the Open Molecules 2025 dataset. Energies are from ωB97M-V with the def2-TZVPD basis set.

Output
LUMO (spin up / spin down) in eV: -14.85 / -17.99
Net charge: +3
Spin multiplicity: 4
Relative energy (zero: lowest compared OMol25 entry of this formula, charge and spin) in kJ/mol: 13.4
Expectation value of S²: 3.759
E_HOMO (spin up / spin down) in eV: -20.6 / -22.9

Cartesian coordinates (Å):
1 C -0.56 -0.99 2.56
2 C -0.69 -2.19 3.23
3 H 0.28 -0.38 2.94
4 H -1.39 -0.10 2.64
5 H -1.42 -2.95 2.91
6 Li -1.69 -2.03 -0.09
7 O 0.63 0.59 -0.46
8 Au 0.14 3.14 0.95
9 O -0.39 1.44 1.26
10 C -0.15 0.45 0.55
11 O -0.51 -0.76 0.90
12 C 0.17 0.52 -1.83
13 C 1.38 0.56 -2.72
14 H -0.36 -0.44 -1.96
15 H -0.46 1.40 -2.02
16 H 2.01 -0.32 -2.56
17 H 1.04 0.57 -3.77
18 H 1.96 1.47 -2.53

The natural (NBO) scheme yields these atomic charges, measured in e: -0.3123, 0.2351, 0.2564, 0.2417, 0.1759, 0.9905, -0.4340, 1.4664, -0.5799, 1.0807, -0.6022, -0.0775, -0.6426, 0.1890, 0.2208, 0.2575, 0.2893, 0.2451


2.
Here is one molecule with the formula C3H5IO2 from the Open Molecules 2025 dataset. Energies are from ωB97M-V with the def2-TZVPD basis set.

Output
LUMO in eV: 0.05
Net charge: 0
Relative energy (zero: lowest compared OMol25 entry of this formula, charge and spin) in kJ/mol: 391.9
E_HOMO in eV: -8.5

Cartesian coordinates (Å):
1 C 1.06 1.03 0.33
2 C 0.80 -0.40 0.29
3 C -0.17 -0.84 -0.51
4 O -0.59 -2.09 -0.49
5 O -2.29 0.96 -0.01
6 I -1.00 2.10 0.63
7 H 1.60 1.27 1.37
8 H 1.55 1.63 -0.41
9 H 1.01 -1.03 1.13
10 H -0.62 -0.25 -1.32
11 H -1.34 -2.39 -1.01

The natural (NBO) scheme yields these atomic charges, measured in e: -0.4827, -0.4230, 0.2530, -0.6781, -1.0173, 0.9773, 0.2322, 0.2204, 0.2262, 0.1863, 0.5057


3.
Here is an isolated ion of composition C5H15N2S and charge +1 from the Open Molecules 2025 dataset. Energies are from ωB97M-V with the def2-TZVPD basis set.

Output
LUMO in eV: -3.43
Net charge: +1
Relative energy (zero: lowest compared OMol25 entry of this formula, charge and spin) in kJ/mol: 337.4
E_HOMO in eV: -12.0

Cartesian coordinates (Å):
1 C -1.42 -2.12 1.99
2 N -0.96 -0.75 1.84
3 C 0.42 -0.70 1.17
4 C 0.79 0.80 1.03
5 N 0.60 1.65 -0.12
6 C 1.00 1.19 -1.52
7 C -0.06 0.75 -2.49
8 S 0.41 0.12 -4.19
9 H -0.49 -2.85 1.97
10 H -2.12 -2.36 2.73
11 H -1.79 -2.45 1.01
12 H -0.97 -0.16 2.65
13 H -1.53 -0.14 1.33
14 H 0.30 -1.04 0.14
15 H 1.15 -1.30 1.61
16 H 1.93 0.84 1.34
17 H 0.27 1.28 2.01
18 H -0.41 1.81 -0.08
19 H 1.25 2.24 -1.87
20 H 1.96 0.73 -1.39
21 H -0.25 -0.26 -1.99
22 H -0.88 1.40 -2.62
23 H 0.78 1.31 -4.58

The natural (NBO) scheme yields these atomic charges, measured in e: -0.4486, -0.4892, -0.2494, -0.2429, -0.5939, -0.2707, -0.5132, 0.0020, 0.2474, 0.2563, 0.2426, 0.4343, 0.4246, 0.2287, 0.2428, 0.2278, 0.1807, 0.3426, 0.2142, 0.2250, 0.1885, 0.2303, 0.1200


4.
Here is one molecule with the formula C3H7N3S2 from the Open Molecules 2025 dataset. Energies are from ωB97M-V with the def2-TZVPD basis set.

Output
LUMO in eV: 0.69
Net charge: 0
Relative energy (zero: lowest compared OMol25 entry of this formula, charge and spin) in kJ/mol: 108.6
E_HOMO in eV: -8.4

Cartesian coordinates (Å):
1 H -1.40 0.41 -0.26
2 N -1.52 1.29 -0.74
3 C -0.48 1.48 -1.45
4 N -0.26 2.56 -2.27
5 S 1.02 0.48 -1.42
6 N 0.61 -0.41 -0.05
7 C 1.45 -1.32 0.27
8 S 1.14 -2.24 1.73
9 C -0.50 -1.72 2.18
10 H -0.72 3.43 -2.12
11 H 0.70 2.66 -2.53
12 H 2.39 -1.64 -0.17
13 H -0.49 -0.65 2.30
14 H -0.67 -2.29 3.11
15 H -1.27 -2.04 1.42

The natural (NBO) scheme yields these atomic charges, measured in e: 0.3621, -0.6968, 0.2940, -0.8181, 0.3510, -0.6274, -0.0611, 0.2689, -0.7572, 0.4008, 0.3763, 0.1968, 0.2404, 0.2362, 0.2342


5.
Here is a 3-piece molecular cluster, C24H40F3N3O6 overall from the Open Molecules 2025 dataset. Energies are from ωB97M-V with the def2-TZVPD basis set.

Output
LUMO in eV: -0.36
Net charge: 0
Relative energy (zero: lowest compared OMol25 entry of this formula, charge and spin) in kJ/mol: 30.6
E_HOMO in eV: -8.6

Cartesian coordinates (Å):
1 C -5.05 1.05 -0.96
2 C -4.79 -0.45 -1.18
3 C -5.54 -1.39 -0.23
4 N -4.98 -1.50 1.12
5 C -5.20 -0.48 2.08
6 O -6.18 -0.30 2.73
7 C -3.87 0.24 2.19
8 C -3.54 1.50 2.64
9 C -2.20 1.88 2.55
10 C -1.24 1.01 2.05
11 C 0.21 1.42 1.93
12 F 0.39 2.72 2.21
13 F 0.64 1.26 0.66
14 F 1.01 0.71 2.72
15 C -1.57 -0.28 1.62
16 C -2.91 -0.63 1.70
17 C -3.61 -1.88 1.28
18 O -3.16 -2.98 1.17
19 H -6.00 1.22 -0.46
20 H -4.24 1.50 -0.38
21 H -5.02 1.55 -1.92
22 H -5.10 -0.72 -2.19
23 H -3.71 -0.64 -1.15
24 H -5.53 -2.38 -0.67
25 H -6.58 -1.08 -0.19
26 H -4.30 2.16 3.02
27 H -1.90 2.87 2.85
28 H -0.85 -0.98 1.22
29 C 0.95 -7.74 -0.75
30 O 1.00 -7.54 0.65
31 C 2.31 -7.42 1.18
32 C 2.58 -6.01 1.67
33 N 2.67 -5.08 0.56
34 C 2.70 -3.67 0.95
35 C 1.46 -3.10 1.65
36 O 0.32 -3.02 0.82
37 C -0.48 -4.20 0.75
38 H -0.08 -7.97 -1.01
39 H 1.26 -6.85 -1.30
40 H 1.58 -8.59 -1.05
41 H 3.07 -7.73 0.45
42 H 2.37 -8.10 2.04
43 H 3.52 -6.00 2.23
44 H 1.77 -5.75 2.37
45 H 1.89 -5.22 -0.06
46 H 2.86 -3.09 0.05
47 H 3.57 -3.50 1.60
48 H 1.70 -2.07 1.92
49 H 1.23 -3.62 2.58
50 H -0.45 -4.77 1.69
51 H -0.16 -4.84 -0.08
52 H -1.50 -3.89 0.57
53 C 3.79 6.05 -4.29
54 O 3.24 4.80 -3.93
55 C 4.01 4.07 -2.98
56 C 3.30 3.98 -1.65
57 N 3.26 5.28 -0.98
58 C 2.39 5.33 0.19
59 C 0.90 5.10 -0.01
60 O 0.25 6.13 -0.73
61 C 0.29 6.00 -2.14
62 H 3.19 6.44 -5.11
63 H 3.74 6.77 -3.46
64 H 4.82 5.95 -4.62
65 H 5.01 4.50 -2.87
66 H 4.13 3.06 -3.38
67 H 3.84 3.28 -1.00
68 H 2.30 3.58 -1.83
69 H 2.94 5.97 -1.65
70 H 2.52 6.32 0.64
71 H 2.76 4.60 0.92
72 H 0.44 5.10 0.98
73 H 0.68 4.12 -0.44
74 H 0.31 4.95 -2.46
75 H 1.15 6.52 -2.57
76 H -0.61 6.47 -2.54

The Löwdin scheme yields these atomic charges, measured in e: -0.0826, -0.2173, -0.1425, 0.0355, -0.3533, 0.1695, -0.0811, 0.0268, 0.0180, -0.0872, -0.5868, 0.1276, 0.1409, 0.1621, 0.0949, -0.0641, -0.3380, 0.1587, 0.0763, 0.0602, 0.0696, 0.1060, 0.1070, 0.1223, 0.1282, 0.1261, 0.1209, 0.1250, -0.1170, -0.1939, -0.2183, -0.2166, -0.0511, -0.1992, -0.2248, -0.1982, -0.0815, 0.0882, 0.0784, 0.0870, 0.1216, 0.1209, 0.1230, 0.1066, 0.0684, 0.1189, 0.1180, 0.1128, 0.1142, 0.0976, 0.0761, 0.0491, -0.1173, -0.1950, -0.2170, -0.2153, -0.0493, -0.1956, -0.2329, -0.1761, -0.1000, 0.0878, 0.0786, 0.0872, 0.1217, 0.1211, 0.1239, 0.1064, 0.0683, 0.1192, 0.1167, 0.1127, 0.1044, 0.0890, 0.0719, 0.0869


6.
Here is a 2-piece molecular cluster, C2H7N5 overall from the Open Molecules 2025 dataset. Energies are from ωB97M-V with the def2-TZVPD basis set.

Output
LUMO (spin up / spin down) in eV: -0.41 / -0.41
Net charge: 0
Relative energy (zero: lowest compared OMol25 entry of this formula, charge and spin) in kJ/mol: 422.9
E_HOMO (spin up / spin down) in eV: -8.6 / -8.6

Cartesian coordinates (Å):
1 C -1.40 -0.47 1.06
2 C 0.81 0.44 1.81
3 N -2.15 -0.13 -0.15
4 N -1.38 0.63 -0.79
5 N -0.11 0.34 0.91
6 N -0.25 0.96 -0.26
7 N 1.34 -0.42 -2.34
8 H -2.05 -0.24 1.99
9 H -1.27 -1.63 1.25
10 H 0.80 0.05 2.71
11 H 1.70 1.00 1.57
12 H 0.76 -0.73 -3.13
13 H 1.00 0.37 -1.77
14 H 2.20 -0.18 -2.86

The natural (NBO) scheme yields these atomic charges, measured in e: -0.1803, -0.1145, -0.2541, 0.0163, -0.0779, -0.2483, -1.1181, 0.2351, 0.2426, 0.1928, 0.2044, 0.3622, 0.3894, 0.3504


7.
Here is C5H8O as an isolated structure from the Open Molecules 2025 dataset. Energies are from ωB97M-V with the def2-TZVPD basis set.

Output
LUMO in eV: -0.25
Net charge: 0
Relative energy (zero: lowest compared OMol25 entry of this formula, charge and spin) in kJ/mol: 460.0
E_HOMO in eV: -9.1

Cartesian coordinates (Å):
1 C 1.87 0.03 0.42
2 C 0.79 0.34 -0.61
3 C -1.63 0.35 -0.94
4 C -1.94 -0.75 0.04
5 O -0.94 -0.37 1.01
6 C -0.55 0.66 0.07
7 H 1.55 -0.79 1.07
8 H 2.09 0.90 1.05
9 H 2.80 -0.27 -0.08
10 H 1.06 1.19 -1.24
11 H 0.66 -0.52 -1.27
12 H -1.83 -1.78 -0.33
13 H -2.97 -0.61 0.42
14 H -0.56 1.66 0.52

The natural (NBO) scheme yields these atomic charges, measured in e: -0.6084, -0.3976, 0.1452, -0.2679, -0.5459, -0.0879, 0.2255, 0.2049, 0.2138, 0.2209, 0.2070, 0.2303, 0.2381, 0.2220


8.
Here is one molecule with the formula C9H10ClNO2 from the Open Molecules 2025 dataset. Energies are from ωB97M-V with the def2-TZVPD basis set.

Output
LUMO in eV: 0.46
Net charge: 0
Relative energy (zero: lowest compared OMol25 entry of this formula, charge and spin) in kJ/mol: 754.8
E_HOMO in eV: -9.2

Cartesian coordinates (Å):
1 O 0.26 -1.19 2.11
2 N 0.83 -1.12 1.07
3 C 1.25 -0.10 0.49
4 C 1.87 0.08 -0.78
5 Cl 3.45 1.07 -0.84
6 C 0.98 1.11 1.38
7 C -0.02 1.94 1.10
8 C -0.87 2.10 -0.06
9 C -1.68 1.21 -0.65
10 C -1.70 -0.25 -0.29
11 C -1.08 -1.18 -0.96
12 C -0.67 -2.50 -0.39
13 O 0.68 -2.32 0.18
14 H 1.24 0.73 -1.36
15 H 2.25 -0.87 -1.20
16 H 1.46 1.11 2.26
17 H 0.12 2.76 1.81
18 H -0.92 3.06 -0.39
19 H -2.48 1.67 -1.36
20 H -2.22 -0.46 0.72
21 H -0.79 -0.83 -1.94
22 H -0.60 -3.22 -1.17
23 H -1.37 -2.80 0.29

The natural (NBO) scheme yields these atomic charges, measured in e: -0.4298, 0.3937, 0.0726, -0.3654, -0.1139, -0.1484, -0.2237, -0.2302, -0.1991, -0.1958, -0.2319, -0.1037, -0.4282, 0.2431, 0.2632, 0.2129, 0.2250, 0.2100, 0.2251, 0.2213, 0.2049, 0.2079, 0.1901